A:
{
  "formula": "C3H6N4O",
  "method": "ωB97M-V with the def2-TZVPD basis set",
  "homo_lumo_gap_ev": 9.94,
  "homo_energy_ev": -9.336,
  "e_lumo_ev": 0.61,
  "species": ["C", "C", "C", "H", "H", "H", "H", "H", "H", "N", "N", "N", "N", "O"],
  "positions_angstrom": [[-0.3862, -1.2574, -0.4382], [0.4602, 1.2258, 0.8084], [-0.5380, 1.5092, -0.2235], [-1.5734, -2.7583, -0.5987], [1.4682, -1.1870, -1.0916], [1.6936, -0.4151, 1.0534], [-0.1696, 0.9200, 1.6558], [1.0225, 2.1072, 1.2365], [-0.7470, 2.5025, -0.7331], [-0.5528, -2.4929, -0.7501], [0.7875, -0.5476, -0.7189], [1.4129, 0.2303, 0.3242], [-1.4871, 0.7133, -0.5847], [-1.3910, -0.5500, 0.0604]]
}

B:
{
  "formula": "C3H6N4O",
  "method": "ωB97M-V with the def2-TZVPD basis set",
  "homo_lumo_gap_ev": [7.88, 7.88],
  "homo_energy_ev": [-7.314, -7.315],
  "e_lumo_ev": [0.57, 0.57],
  "species": ["C", "C", "C", "N", "N", "N", "N", "O", "H", "H", "H", "H", "H", "H"],
  "positions_angstrom": [[0.9148, -0.0642, -0.9101], [-0.4854, 0.3955, -0.9053], [-0.9146, -0.2923, 1.3366], [-1.2333, 0.8763, -1.9064], [-2.4185, 0.9725, -1.4707], [-2.4723, 0.5656, -0.2228], [-1.2172, 0.1604, 0.1804], [1.8169, 0.9176, -0.5509], [1.0342, -1.0679, -0.4045], [1.3212, -0.3115, -1.9016], [-1.5339, -1.0021, 1.9037], [0.0305, -0.0123, 1.7129], [1.6760, 1.1632, 0.3671], [-3.3041, 0.6950, 0.3815]]
}

Quick ranking, most stable first: A, B.

A:
{
  "formula": "C3H6N4O",
  "method": "ωB97M-V with the def2-TZVPD basis set",
  "homo_lumo_gap_ev": 9.40,
  "homo_energy_ev": -8.531,
  "e_lumo_ev": 0.87,
  "species": ["C", "C", "C", "H", "H", "H", "H", "H", "H", "N", "N", "N", "N", "O"],
  "positions_angstrom": [[-0.6164, -0.1597, 0.2728], [1.5544, 1.1970, -0.6286], [0.6128, 1.8884, 0.3432], [-1.3211, -2.9004, 1.2174], [-2.3880, -2.4407, 0.0673], [0.0981, -1.4053, -1.3272], [2.4374, 1.6527, -0.9713], [1.1514, 2.2086, 1.2466], [0.1262, 2.7577, -0.2129], [-1.3771, -2.3680, 0.3201], [-1.3041, -1.0210, 0.8702], [0.1735, -0.5302, -0.8088], [1.3301, 0.0830, -1.1783], [-0.4773, 1.0379, 0.7894]]
}

B:
{
  "formula": "C3H6N4O",
  "method": "ωB97M-V with the def2-TZVPD basis set",
  "homo_lumo_gap_ev": 7.86,
  "homo_energy_ev": -7.637,
  "e_lumo_ev": 0.22,
  "species": ["C", "C", "C", "H", "H", "H", "H", "H", "H", "N", "N", "N", "N", "O"],
  "positions_angstrom": [[-0.0556, 0.6083, -0.1464], [0.5802, 0.7331, -1.3120], [1.2740, -0.3119, -1.6691], [-0.7406, 1.0014, 2.0860], [-2.5424, 0.8742, 1.8655], [0.2532, 1.4576, -2.0656], [1.9208, -0.7394, -2.5597], [1.7313, -1.7873, -0.0344], [-1.6118, -0.6675, 0.9324], [-1.6271, 0.3560, 1.4804], [-0.9888, 1.2517, 0.3491], [1.5394, -0.7802, -0.3645], [0.6091, -0.4380, 0.5304], [-0.3415, -1.5581, 0.9080]]
}

Quick ranking, most stable first: A, B.

A:
{
  "formula": "C3H6N4O",
  "method": "ωB97M-V with the def2-TZVPD basis set",
  "homo_lumo_gap_ev": 9.89,
  "homo_energy_ev": -9.114,
  "e_lumo_ev": 0.78,
  "species": ["C", "C", "C", "H", "H", "H", "H", "H", "H", "N", "N", "N", "N", "O"],
  "positions_angstrom": [[-1.3362, -1.1469, 0.0632], [2.1003, -0.5348, -0.1384], [-0.2240, 1.0314, 0.1331], [-2.1439, -0.5760, -0.3148], [-1.5715, -1.7129, 1.1503], [-1.3601, -2.0759, -0.8221], [2.5510, -1.4649, -0.6753], [1.0568, 2.4824, 0.2807], [-1.9153, 1.2478, 0.0105], [-0.2603, -0.3135, -0.1220], [2.1931, 0.6990, -0.0781], [1.0712, 1.3736, 0.2918], [-1.0613, 1.9705, -0.1336], [0.9000, -0.9798, 0.3549]]
}

B:
{
  "formula": "C3H6N4O",
  "method": "ωB97M-V with the def2-TZVPD basis set",
  "homo_lumo_gap_ev": 8.33,
  "homo_energy_ev": -9.146,
  "e_lumo_ev": -0.82,
  "species": ["C", "C", "C", "H", "H", "H", "H", "H", "H", "N", "N", "N", "N", "O"],
  "positions_angstrom": [[0.0745, 1.4277, -0.0750], [2.2415, -0.6704, -0.1810], [-1.2358, -0.5149, 0.6229], [-0.8346, 3.3347, -0.4466], [1.1521, 1.7426, -0.2923], [-0.0241, -1.7211, -0.6419], [2.4201, -1.7837, -0.4912], [-1.7500, 0.2426, 1.4230], [-2.5524, -2.2168, 0.4549], [-1.1479, 2.2811, -0.2575], [0.0279, 0.1836, 0.1927], [0.8583, -0.6299, -0.8687], [-1.7512, -1.8712, -0.1150], [2.5216, 0.1958, 0.6755]]
}

C:
{
  "formula": "C3H6N4O",
  "method": "ωB97M-V with the def2-TZVPD basis set",
  "homo_lumo_gap_ev": 9.49,
  "homo_energy_ev": -8.992,
  "e_lumo_ev": 0.50,
  "species": ["C", "C", "C", "H", "H", "H", "H", "H", "H", "N", "N", "N", "N", "O"],
  "positions_angstrom": [[-1.3163, 1.4986, -1.4325], [0.2693, -1.3256, 1.3296], [0.1716, -1.1125, -0.0964], [-1.7804, 0.5617, -1.8987], [-1.4426, 2.3990, -1.9936], [-1.7713, 1.5385, -0.4213], [0.6002, 0.8239, -1.9971], [1.2567, 1.4469, 1.2104], [0.0506, -2.1641, 1.8619], [0.1383, 1.2173, -1.2158], [0.2910, 0.3290, -0.1534], [0.4297, 0.8307, 1.1782], [0.3921, -0.1902, 2.0330], [-0.0523, -1.7846, -1.0576]]
}

D:
{
  "formula": "C3H6N4O",
  "method": "ωB97M-V with the def2-TZVPD basis set",
  "homo_lumo_gap_ev": 7.94,
  "homo_energy_ev": -7.729,
  "e_lumo_ev": 0.22,
  "species": ["C", "C", "C", "H", "H", "H", "H", "H", "H", "N", "N", "N", "N", "O"],
  "positions_angstrom": [[1.1428, -0.1976, 0.0482], [0.7368, -1.4973, -0.0505], [-1.1501, -0.1769, -0.0494], [2.5481, 0.3182, 1.4336], [3.0862, -0.3282, -0.2653], [0.8450, -2.6354, -0.0622], [-3.0498, 0.7687, 0.7423], [-0.4314, 2.1487, 0.7948], [0.8397, 2.3333, -0.6854], [2.3563, 0.4322, 0.2364], [-2.4306, -0.0880, 0.3606], [-0.0685, 0.6069, -0.1898], [-0.3521, 1.9674, -0.3385], [-0.5938, -1.4755, -0.2660]]
}

Quick ranking, most stable first: C, A, D, B.

A:
{
  "formula": "C3H6N4O",
  "method": "ωB97M-V with the def2-TZVPD basis set",
  "homo_lumo_gap_ev": 7.61,
  "homo_energy_ev": -8.139,
  "e_lumo_ev": -0.53,
  "species": ["C", "C", "C", "N", "N", "N", "N", "O", "H", "H", "H", "H", "H", "H"],
  "positions_angstrom": [[0.5738, 1.6226, 0.7133], [-0.0881, -0.9599, 0.1033], [0.0954, 0.9824, -0.5426], [-0.0274, -1.7729, -0.9833], [-2.0447, 0.0823, -0.2971], [-1.8210, 1.1901, -0.4546], [0.0707, -1.2061, 1.3302], [0.4609, 0.9887, -1.6726], [0.0412, -1.3388, -1.8909], [0.3096, -2.7210, -0.8865], [0.3414, -2.1684, 1.5503], [1.5915, 1.2858, 0.9042], [-0.0410, 1.3101, 1.5520], [0.5378, 2.7052, 0.5743]]
}

B:
{
  "formula": "C3H6N4O",
  "method": "ωB97M-V with the def2-TZVPD basis set",
  "homo_lumo_gap_ev": 9.57,
  "homo_energy_ev": -9.015,
  "e_lumo_ev": 0.55,
  "species": ["C", "C", "C", "H", "H", "H", "H", "H", "H", "N", "N", "N", "N", "O"],
  "positions_angstrom": [[0.6982, -1.9077, 0.8398], [-0.1479, 0.2493, 1.2898], [-0.6677, 1.3958, -1.4222], [1.6007, -2.2768, -0.9365], [0.6529, -2.1738, 1.8487], [0.1766, -0.6668, -0.6249], [-0.1163, -0.1667, 2.2589], [-1.6207, 2.5799, -0.2055], [-1.1587, 2.1195, -2.1521], [1.3408, -2.7054, 0.0789], [0.1464, -0.8512, 0.3656], [-0.5954, 1.4363, 1.1414], [-0.8196, 1.8733, -0.2188], [0.0831, 0.4861, -1.7504]]
}

C:
{
  "formula": "C3H6N4O",
  "method": "ωB97M-V with the def2-TZVPD basis set",
  "homo_lumo_gap_ev": 9.15,
  "homo_energy_ev": -8.679,
  "e_lumo_ev": 0.47,
  "species": ["C", "C", "C", "H", "H", "H", "H", "H", "H", "N", "N", "N", "N", "O"],
  "positions_angstrom": [[-0.2188, -1.3399, -0.6562], [-0.0934, -1.3986, 0.6655], [-0.1401, -0.0275, 1.2181], [1.5550, 0.5021, -1.6370], [0.2217, 0.8259, -2.6029], [-0.1637, -2.1910, -1.3104], [-0.1012, -2.3424, 1.1085], [-0.3530, 0.1374, 3.1375], [-0.4856, 2.3519, 1.0457], [0.6557, 0.0989, -2.1869], [-0.3493, -0.0612, -1.0606], [0.0431, 0.5887, 2.3293], [0.0326, 0.7659, -0.0108], [-0.6031, 2.0898, -0.0398]]
}

Quick ranking, most stable first: B, A, C.

A:
{
  "formula": "C3H7NO2",
  "method": "ωB97M-V with the def2-TZVPD basis set",
  "homo_lumo_gap_ev": 10.75,
  "homo_energy_ev": -10.189,
  "e_lumo_ev": 0.56,
  "species": ["N", "C", "O", "C", "C", "O", "H", "H", "H", "H", "H", "H", "H"],
  "positions_angstrom": [[0.7373, -0.6070, -1.7416], [0.2409, -1.6365, -1.3118], [-0.2537, -2.5631, -0.8054], [-0.9546, -0.6819, 1.6010], [-0.6807, 0.5754, 1.2783], [1.3525, 2.0808, -0.6062], [1.2240, 1.1333, -0.7675], [1.1487, -0.5325, -2.6584], [-0.2023, -1.3443, 2.0217], [-1.9421, -1.1119, 1.4555], [-1.4422, 1.2282, 0.8567], [0.3044, 1.0149, 1.4035], [0.4677, 2.4448, -0.7258]]
}

B:
{
  "formula": "C3H7NO2",
  "method": "ωB97M-V with the def2-TZVPD basis set",
  "homo_lumo_gap_ev": 3.46,
  "homo_energy_ev": -7.701,
  "e_lumo_ev": -4.24,
  "species": ["O", "C", "C", "N", "C", "O", "H", "H", "H", "H", "H", "H", "H"],
  "positions_angstrom": [[1.5158, -1.0244, 0.3375], [0.5669, -1.2598, 1.0325], [-0.6082, 0.7199, -1.7540], [0.4412, 0.8921, -2.5481], [-0.7368, 1.5354, -0.5861], [-0.8670, -0.6713, 2.8125], [-0.3989, -0.7858, 0.7919], [0.5212, 0.3185, -3.3754], [0.7340, -1.9072, 1.9710], [-1.5742, 0.1278, -2.0508], [0.0132, 2.3142, -0.3663], [-1.6736, 1.3438, 0.0519], [-1.2325, -0.0632, 3.4604]]
}

Quick ranking, most stable first: A, B.

A:
{
  "formula": "C3H7NO2",
  "method": "ωB97M-V with the def2-TZVPD basis set",
  "homo_lumo_gap_ev": 9.86,
  "homo_energy_ev": -8.921,
  "e_lumo_ev": 0.94,
  "species": ["C", "C", "N", "H", "H", "H", "H", "H", "H", "O", "C", "O", "H"],
  "positions_angstrom": [[1.2291, -0.3977, -0.3262], [2.4717, -0.7216, 0.0091], [0.0701, -0.8020, 0.4053], [1.0432, 0.2706, -1.1563], [3.3617, -0.1939, -0.3008], [2.6835, -1.5306, 0.7024], [0.2531, -1.7328, 0.7617], [-0.8378, 1.0684, 0.7601], [-0.7189, -0.8603, -0.2302], [-1.2302, 1.6962, 0.0955], [-2.4414, 1.1712, -0.1598], [-2.8273, 0.0590, 0.0360], [-3.0567, 1.9735, -0.5968]]
}

B:
{
  "formula": "C3H7NO2",
  "method": "ωB97M-V with the def2-TZVPD basis set",
  "homo_lumo_gap_ev": [8.88, 8.88],
  "homo_energy_ev": [-9.102, -9.100],
  "e_lumo_ev": [-0.22, -0.22],
  "species": ["C", "C", "N", "O", "C", "O", "H", "H", "H", "H", "H", "H", "H"],
  "positions_angstrom": [[-0.8774, 1.2625, 0.1963], [-0.1239, 0.3937, -0.5987], [-1.0246, -0.5225, -1.0655], [-0.8448, -1.5347, -0.2639], [1.2618, -0.0091, -0.1394], [1.8001, -1.0934, -0.8351], [-1.8882, 1.5079, -0.1258], [-1.1576, 0.1177, 1.1084], [-0.3982, 1.9532, 0.8877], [-1.1114, -0.8999, 0.8795], [1.2392, -0.1837, 0.9531], [1.9266, 0.8453, -0.3122], [1.1984, -1.8372, -0.6846]]
}

C:
{
  "formula": "C3H7NO2",
  "method": "ωB97M-V with the def2-TZVPD basis set",
  "homo_lumo_gap_ev": 10.76,
  "homo_energy_ev": -10.029,
  "e_lumo_ev": 0.73,
  "species": ["O", "C", "C", "N", "C", "O", "H", "H", "H", "H", "H", "H", "H"],
  "positions_angstrom": [[0.9875, 1.7743, -1.6106], [-0.0909, 1.0898, -1.0146], [0.4342, 0.0526, -0.0318], [-0.5987, -0.8496, 0.4259], [-0.6218, -1.3250, 1.7038], [0.1195, -0.9617, 2.5923], [1.6929, 1.1212, -1.7381], [-0.7344, 0.6083, -1.7728], [-0.7050, 1.8254, -0.4884], [0.8502, 0.5280, 0.8577], [1.2725, -0.4811, -0.5298], [-1.2046, -1.2870, -0.2520], [-1.4014, -2.0952, 1.8584]]
}

Quick ranking, most stable first: C, A, B.

A:
{
  "formula": "C3H7NO2",
  "method": "ωB97M-V with the def2-TZVPD basis set",
  "homo_lumo_gap_ev": 9.87,
  "homo_energy_ev": -9.880,
  "e_lumo_ev": -0.01,
  "species": ["C", "C", "O", "H", "H", "H", "H", "N", "C", "O", "H", "H", "H"],
  "positions_angstrom": [[-1.1719, 1.3199, 0.1905], [0.2874, 0.9613, -0.0282], [0.6147, 0.5947, -1.2788], [0.9837, 1.7006, 0.3923], [-1.3646, 1.5693, 1.2336], [-1.4244, 2.1797, -0.4315], [-1.8082, 0.4843, -0.1003], [0.7126, -1.8318, -0.6120], [0.5731, -1.7094, 0.6213], [0.2674, -2.1386, 1.6754], [1.2499, -2.5437, -1.0708], [0.6356, -0.5315, -1.2469], [0.4448, -0.0547, 0.6555]]
}

B:
{
  "formula": "C3H7NO2",
  "method": "ωB97M-V with the def2-TZVPD basis set",
  "homo_lumo_gap_ev": 9.12,
  "homo_energy_ev": -8.253,
  "e_lumo_ev": 0.87,
  "species": ["C", "C", "N", "H", "H", "H", "H", "H", "H", "O", "C", "O", "H"],
  "positions_angstrom": [[-1.0339, 0.5910, -0.0823], [-1.1682, 1.8632, 0.2906], [-1.6913, -0.5045, 0.4360], [-0.3480, 0.3752, -0.8858], [-0.4589, 2.5448, -0.1423], [-1.8899, 2.2137, 1.0199], [-2.4861, -0.3875, 1.0407], [1.7561, -0.7555, 1.0782], [-1.8171, -1.2478, -0.2320], [2.2388, -1.4666, 0.6149], [2.2893, -1.1546, -0.6813], [2.0255, -0.0806, -1.1350], [2.5838, -1.9909, -1.3218]]
}

C:
{
  "formula": "C3H7NO2",
  "method": "ωB97M-V with the def2-TZVPD basis set",
  "homo_lumo_gap_ev": 10.06,
  "homo_energy_ev": -9.384,
  "e_lumo_ev": 0.67,
  "species": ["C", "C", "C", "H", "H", "H", "H", "H", "H", "H", "N", "O", "O"],
  "positions_angstrom": [[1.7143, 0.4135, 0.4077], [-0.2479, -0.8982, -0.2091], [-1.3418, 0.1746, -0.1084], [2.0337, -0.2332, 1.3121], [1.1389, 1.2801, 0.8241], [2.6163, 0.7924, -0.0517], [0.7363, 0.3578, -1.2794], [-0.2292, -1.5186, 0.7597], [-0.6389, -1.6107, -0.9447], [-3.1559, 0.5233, 0.0292], [0.9821, -0.3871, -0.6252], [-2.5723, -0.2509, 0.2677], [-1.0357, 1.3569, -0.3819]]
}

Quick ranking, most stable first: C, B, A.

A:
{
  "formula": "C3H7NO2",
  "method": "ωB97M-V with the def2-TZVPD basis set",
  "homo_lumo_gap_ev": 10.47,
  "homo_energy_ev": -9.637,
  "e_lumo_ev": 0.83,
  "species": ["C", "C", "O", "C", "O", "N", "H", "H", "H", "H", "H", "H", "H"],
  "positions_angstrom": [[1.4740, -0.5651, -0.2448], [0.4197, 0.4018, 0.2312], [0.1736, 1.2660, -0.8690], [-0.8526, -0.2924, 0.7365], [-0.7937, -1.2171, 1.5332], [-1.9970, 0.2288, 0.2365], [1.5426, -1.4311, 0.4157], [2.4285, -0.0325, -0.2981], [1.1902, -0.8253, -1.2888], [0.8462, 0.9469, 1.0820], [0.3946, 0.6846, -1.6190], [-1.9366, 0.9914, -0.4201], [-2.8894, -0.1559, 0.5049]]
}

B:
{
  "formula": "C3H7NO2",
  "method": "ωB97M-V with the def2-TZVPD basis set",
  "homo_lumo_gap_ev": 11.24,
  "homo_energy_ev": -10.327,
  "e_lumo_ev": 0.91,
  "species": ["C", "N", "H", "H", "H", "O", "C", "O", "C", "H", "H", "H", "H"],
  "positions_angstrom": [[1.7362, 0.3277, -2.5258], [0.9983, 0.7360, -1.5788], [1.6537, -0.7201, -2.8026], [2.4298, 0.9808, -3.0532], [1.2335, 1.7089, -1.3870], [-0.5245, 0.2446, 2.9228], [-1.0735, -0.1112, 1.9251], [-2.3188, 0.3778, 1.6087], [-0.5522, -1.0097, 0.8665], [-2.4176, 1.1526, 2.2075], [-1.3322, -1.4070, 0.2261], [-0.0019, -1.8377, 1.3153], [0.1692, -0.4427, 0.2756]]
}

C:
{
  "formula": "C3H7NO2",
  "method": "ωB97M-V with the def2-TZVPD basis set",
  "homo_lumo_gap_ev": 10.86,
  "homo_energy_ev": -10.116,
  "e_lumo_ev": 0.74,
  "species": ["C", "N", "C", "O", "O", "C", "H", "H", "H", "H", "H", "H", "H"],
  "positions_angstrom": [[0.4791, 0.5485, -0.2233], [-0.6065, -0.4495, 0.1384], [-0.0047, -1.6290, 0.6660], [-0.8667, -2.6801, 0.6616], [1.0609, -1.7175, 1.1818], [-0.1068, 1.9628, -0.5439], [1.1967, 0.1924, -0.8971], [1.1102, 0.6652, 0.7001], [-1.3115, -0.5912, -0.5743], [-0.2779, -3.4865, 0.7013], [0.6144, 2.4501, -1.2674], [-1.1834, 2.0984, -0.8436], [-0.1039, 2.6364, 0.3005]]
}

D:
{
  "formula": "C3H7NO2",
  "method": "ωB97M-V with the def2-TZVPD basis set",
  "homo_lumo_gap_ev": 7.56,
  "homo_energy_ev": -7.142,
  "e_lumo_ev": 0.41,
  "species": ["C", "N", "C", "O", "O", "C", "H", "H", "H", "H", "H", "H", "H"],
  "positions_angstrom": [[-2.6003, -0.1851, -0.3318], [-1.2564, 0.2591, 0.5248], [0.0618, -0.2968, 0.2515], [0.2638, -1.4732, 0.2270], [0.9664, 0.6662, 0.0747], [2.3039, 0.1803, -0.1614], [-2.6146, 0.5827, -1.1212], [-1.5866, -0.1206, 1.4029], [-2.2183, -1.1037, -0.8090], [-1.2161, 1.2749, 0.5982], [2.6416, -0.4249, 0.6842], [2.9285, 1.0666, -0.2707], [2.3264, -0.4253, -1.0693]]
}

Quick ranking, most stable first: A, C, B, D.